Record 1
Below is C12H20AlFN2PS as an isolated structure at a distorted geometry, with properties calculated with ωB97M-V/def2-TZVPD.

Positions of all 38 atoms, in Å:
S (0.376, -1.466, 3.303)
P (-0.096, -0.054, 2.050)
Al (1.089, -0.200, 0.046)
F (-0.083, 0.098, -1.428)
N (0.736, -3.088, -0.767)
N (-5.755, -4.780, 0.094)
C (-3.292, -2.702, -1.508)
C (1.186, 4.913, 1.082)
C (1.201, 3.262, 0.815)
C (-5.319, -3.929, -0.728)
C (1.737, -2.186, -0.078)
C (2.526, 5.865, 0.787)
C (3.871, 3.534, -0.081)
C (-4.794, -2.903, -1.720)
C (-2.953, -2.191, -0.111)
C (2.787, 0.947, -0.031)
C (3.879, 5.155, 0.171)
C (2.563, 2.546, 0.250)
H (-3.455, -1.237, 0.090)
H (-3.247, -2.905, 0.663)
H (0.059, 1.223, 2.716)
H (0.240, 2.631, 1.034)
H (-1.505, -0.273, 1.696)
H (-4.985, -3.257, -2.738)
H (-1.874, -2.035, -0.015)
H (3.657, 0.483, 0.643)
H (0.230, 5.474, 1.524)
H (1.949, -2.495, 1.055)
H (3.200, 0.859, -1.147)
H (-2.918, -1.987, -2.249)
H (4.861, 5.763, -0.099)
H (2.810, -2.175, -0.591)
H (4.856, 3.031, -0.526)
H (0.792, -4.008, -0.235)
H (2.574, 7.017, 0.989)
H (1.192, -3.327, -1.699)
H (-2.762, -3.648, -1.677)
H (-5.332, -1.959, -1.581)

Output
Net charge: -1
HOMO-LUMO gap, Ha: 0.270
HOMO level, eV: -4.632
Energy, hartree: -1660.3972
Multiplicity: 1

Record 2
Below is C12H20Br2F6NO13S2Zr as an isolated structure at a distorted geometry, with properties calculated with ωB97M-V/def2-TZVPD.

Positions of all 57 atoms, in Å:
Zr (-2.516, 0.178, 1.788)
Br (-1.354, -2.377, -3.542)
Br (-0.346, -5.623, -2.967)
S (0.145, 1.300, 3.852)
S (-0.264, -1.422, 3.790)
F (2.409, -1.433, 4.070)
F (0.430, 3.356, 2.211)
F (1.632, -3.004, 2.994)
F (1.057, 1.524, 1.239)
F (1.645, -1.020, 2.027)
F (2.304, 2.386, 2.743)
O (-0.307, -1.408, 5.213)
O (2.406, 3.732, -4.521)
O (-4.269, -0.833, 0.501)
O (-1.003, -2.544, 3.280)
O (1.767, 2.168, -3.064)
O (1.193, 0.911, 4.732)
O (-1.812, 2.300, 1.694)
O (3.549, 3.366, -2.602)
O (-0.748, 2.249, 4.453)
O (-1.157, 0.365, -0.073)
O (-3.849, 1.166, 0.194)
O (-1.514, -1.512, 0.610)
O (-3.352, -1.628, 2.825)
N (-0.878, 0.014, 3.123)
C (0.438, -1.248, -0.931)
C (2.130, 1.815, -1.763)
C (0.846, -4.229, -3.714)
C (0.053, -3.291, -4.603)
C (1.052, 2.200, 2.384)
C (1.491, -1.707, 3.152)
C (-5.290, 0.137, -1.504)
C (3.991, 2.951, -0.295)
C (3.580, 2.330, -1.606)
C (2.550, 3.148, -3.492)
C (-0.743, -0.838, -0.119)
C (-4.436, 0.151, -0.263)
H (3.212, 3.608, 0.088)
H (1.405, -3.785, -2.894)
H (-2.872, -2.299, 3.350)
H (4.262, 2.158, 0.405)
H (-1.729, 2.832, 2.508)
H (1.582, -4.781, -4.297)
H (1.412, 2.075, -0.984)
H (4.251, 1.571, -2.017)
H (-5.735, -0.842, -1.659)
H (0.570, -2.325, -1.013)
H (0.427, -0.866, -1.948)
H (2.180, 0.724, -1.682)
H (4.915, 3.520, -0.396)
H (-0.389, -3.868, -5.413)
H (-4.211, -2.025, 2.609)
H (0.609, -2.511, -5.119)
H (1.336, -0.873, -0.438)
H (-1.442, 2.853, 0.988)
H (-4.586, 0.271, -2.330)
H (-6.026, 0.933, -1.576)

Output
Net charge: +1
HOMO-LUMO gap, Ha: 0.269
HOMO level, eV: -12.178
Energy, hartree: -8092.6470
Multiplicity: 1

Record 3
Below is C12H20Cl2MnO3 as an isolated structure at a distorted geometry, with properties calculated with ωB97M-V/def2-TZVPD.

Positions of all 38 atoms, in Å:
Mn (1.496, -0.892, 0.063)
Cl (-0.190, -1.738, 1.433)
Cl (3.135, -2.088, 0.963)
O (2.554, 0.889, -0.212)
O (0.373, -0.440, -1.375)
O (-1.430, -3.130, -0.393)
C (-3.435, 1.286, 0.882)
C (0.320, -4.377, 0.761)
C (-2.118, 1.785, 0.431)
C (-1.023, 2.094, 1.276)
C (1.414, 2.825, 0.837)
C (0.056, 2.557, 0.447)
C (-1.742, 2.073, -0.914)
C (-0.526, -3.219, 0.395)
C (-0.976, 1.956, 2.740)
C (-2.540, 1.865, -2.139)
C (0.363, 3.032, -2.060)
C (-0.413, 2.574, -0.898)
H (-1.986, 2.050, 3.158)
H (-4.066, 1.025, 0.021)
H (1.785, 3.798, 0.487)
H (-2.693, 2.808, -2.684)
H (-2.021, 1.172, -2.817)
H (2.439, 0.955, -1.180)
H (1.599, 2.648, 1.903)
H (2.100, 1.914, 0.216)
H (-3.319, 0.398, 1.526)
H (-3.957, 2.058, 1.477)
H (0.424, -4.412, 1.858)
H (-0.422, -1.007, -1.446)
H (0.410, 4.133, -2.114)
H (-0.068, 2.666, -3.002)
H (-0.360, 2.759, 3.170)
H (-3.517, 1.433, -1.903)
H (-0.555, 0.992, 3.059)
H (1.334, -4.256, 0.338)
H (1.401, 2.675, -2.010)
H (-0.174, -5.287, 0.376)

Output
Net charge: 0
HOMO-LUMO gap (spin up / spin down), Ha: 0.211 / 0.211
HOMO level (spin up / spin down), eV: -7.805 / -7.802
Energy, hartree: -2766.2108
Multiplicity: 2

Record 4
Below is C12H20Cl2O4Ru as an isolated structure at a distorted geometry, with properties calculated with ωB97M-V/def2-TZVPD.

Positions of all 39 atoms, in Å:
Ru (0.909, 0.410, 0.162)
Cl (-3.250, -1.817, 1.919)
Cl (-1.143, 1.056, 0.946)
O (1.553, 2.215, 0.157)
O (2.579, -0.523, 0.510)
O (0.209, -2.328, 0.941)
O (0.538, -0.803, 2.608)
C (0.446, -1.196, 1.305)
C (1.720, -2.128, -1.858)
C (-1.429, -0.176, -1.935)
C (-2.906, -0.046, -1.967)
C (-0.727, -1.378, -1.712)
C (2.042, 0.914, -2.608)
C (0.670, -1.105, -1.704)
C (-0.504, 0.875, -2.092)
C (-1.330, -2.722, -1.631)
C (-0.839, 2.252, -2.475)
C (-0.155, -1.625, 3.572)
C (0.852, 0.336, -1.936)
H (2.718, 0.108, -2.917)
H (1.714, 1.484, -3.489)
H (-1.692, 2.619, -1.890)
H (0.858, 2.864, 0.332)
H (-3.202, 0.986, -1.739)
H (1.408, -3.064, -1.378)
H (-2.411, -2.649, -1.458)
H (0.062, -1.136, 4.526)
H (-0.904, -3.282, -0.791)
H (1.926, -2.332, -2.921)
H (0.012, 2.921, -2.322)
H (2.561, 1.591, -1.922)
H (-1.125, 2.302, -3.535)
H (0.257, -2.640, 3.521)
H (2.638, -1.800, -1.365)
H (-1.237, -1.610, 3.340)
H (-1.146, -3.271, -2.566)
H (-3.368, -0.724, -1.233)
H (-3.276, -0.302, -2.969)
H (2.931, -0.280, 1.387)

Output
Net charge: -2
HOMO-LUMO gap (spin up / spin down), Ha: 0.214 / 0.240
HOMO level (spin up / spin down), eV: -0.285 / -1.032
Energy, hartree: -1785.4386
Multiplicity: 5

Record 5
Below is C12H20Cl2O4W as an isolated structure at a distorted geometry, with properties calculated with ωB97M-V/def2-TZVPD.

Positions of all 39 atoms, in Å:
W (-0.544, 0.070, 0.176)
Cl (-2.072, -1.538, 0.282)
Cl (-2.139, 1.517, -0.592)
O (-2.291, 0.748, 2.781)
O (0.293, -0.360, 1.687)
O (-0.001, 3.248, 1.211)
O (-1.148, -0.980, 3.715)
C (2.799, -0.992, 0.462)
C (0.053, -0.231, -2.006)
C (0.256, 2.321, -2.505)
C (1.743, -0.401, -0.403)
C (-1.023, -0.571, -2.972)
C (0.728, -1.161, -1.117)
C (0.576, -2.643, -1.056)
C (1.644, 0.970, -0.793)
C (-2.260, -0.351, 3.328)
C (2.607, 2.028, -0.377)
C (0.603, 1.085, -1.757)
C (-3.527, -1.112, 3.613)
H (-0.431, -0.687, 3.056)
H (2.947, 1.842, 0.647)
H (1.280, -3.101, -1.758)
H (3.502, 2.055, -1.025)
H (-1.699, -1.343, -2.584)
H (-4.222, -0.440, 4.118)
H (3.176, -0.253, 1.174)
H (-3.981, -1.383, 2.652)
H (-3.341, -2.005, 4.204)
H (2.404, -1.845, 1.018)
H (0.449, 3.205, -1.887)
H (-0.433, -2.966, -1.322)
H (3.652, -1.345, -0.137)
H (-0.566, -0.957, -3.888)
H (-0.403, 2.537, 1.931)
H (-0.798, 2.340, -2.799)
H (0.808, -3.009, -0.049)
H (-1.628, 0.305, -3.225)
H (0.866, 2.398, -3.419)
H (2.125, 3.007, -0.383)

Output
Net charge: 0
HOMO-LUMO gap (spin up / spin down), Ha: 0.197 / 0.197
HOMO level (spin up / spin down), eV: -7.766 / -7.765
Energy, hartree: -1757.6735
Multiplicity: 1

Record 6
Below is C12H20Cl3IN2O3P3 as an isolated structure at a distorted geometry, with properties calculated with ωB97M-V/def2-TZVPD.

Positions of all 44 atoms, in Å:
I (-1.892, 2.123, -1.000)
Cl (2.149, 1.613, -1.825)
Cl (4.436, 3.554, -0.314)
Cl (-3.396, -6.745, -1.035)
P (-3.160, -0.833, -2.496)
P (-1.708, -5.853, -0.310)
P (0.348, 1.510, 1.267)
O (-3.605, -3.404, -1.138)
O (-2.335, -5.215, 1.044)
O (-1.599, -4.464, -1.252)
N (-2.961, -2.019, -3.482)
N (-0.491, 0.042, 0.541)
C (-1.667, -2.176, -0.580)
C (1.430, 0.784, 2.544)
C (-1.423, 0.185, -0.431)
C (-0.108, -1.194, 0.911)
C (-0.911, 2.412, 2.273)
C (-0.678, -2.313, 0.378)
C (-0.882, 3.916, 1.915)
C (2.846, 0.470, 2.018)
C (3.593, 2.329, -2.602)
C (-2.008, -0.910, -1.040)
C (-2.411, -3.400, -1.044)
C (4.748, 2.402, -1.639)
H (-0.365, -3.281, 0.735)
H (-1.866, 4.255, 1.599)
H (0.997, -0.110, 2.999)
H (3.590, 0.978, 2.624)
H (5.639, 2.742, -2.163)
H (-1.912, 2.008, 2.145)
H (-0.615, 2.298, 3.314)
H (-2.898, 0.416, -3.058)
H (-4.401, -0.734, -1.857)
H (1.438, 1.517, 3.350)
H (-3.302, -5.193, 1.052)
H (4.951, 1.433, -1.191)
H (3.056, -0.596, 2.057)
H (2.964, 0.810, 0.990)
H (3.855, 1.700, -3.450)
H (-0.561, 4.507, 2.766)
H (-2.661, -1.705, -4.396)
H (-0.196, 4.114, 1.090)
H (0.662, -1.284, 1.655)
H (3.310, 3.313, -2.966)

Output
Net charge: +1
HOMO-LUMO gap, Ha: 0.274
HOMO level, eV: -11.956
Energy, hartree: -3506.6136
Multiplicity: 1

Record 7
Below is C12H20ClO4OsSSb2 as an isolated structure, with properties calculated with ωB97M-V/def2-TZVPD.

Positions of all 41 atoms, in Å:
Os (-0.093, -0.754, -1.904)
Sb (-2.336, -1.023, -0.489)
Sb (2.277, -0.919, -0.611)
Cl (0.197, 2.093, -2.560)
S (-0.031, -2.908, -1.975)
O (-0.522, 3.022, -3.340)
O (-0.643, 1.570, -1.454)
O (1.435, 2.583, -2.067)
O (0.467, 0.848, -3.359)
C (3.721, 0.606, -0.842)
C (3.367, -2.724, -0.709)
C (-1.427, 1.545, 1.881)
C (-3.426, -2.829, -0.555)
C (-3.749, 0.536, -0.646)
C (1.581, -0.775, 1.422)
C (-1.510, -0.904, 1.499)
C (0.585, 2.833, 1.933)
C (1.307, 1.668, 1.754)
C (-0.800, 2.770, 2.004)
C (0.687, 0.425, 1.614)
C (-0.712, 0.364, 1.670)
H (-4.244, -2.790, 0.161)
H (1.098, 3.779, 2.034)
H (4.578, 0.379, -0.210)
H (3.703, -2.866, -1.734)
H (-4.495, 0.437, 0.139)
H (4.019, 0.633, -1.888)
H (-3.219, 1.482, -0.568)
H (-2.508, 1.491, 1.961)
H (1.101, -1.725, 1.646)
H (2.712, -3.543, -0.424)
H (-4.221, 0.459, -1.624)
H (-3.818, -2.951, -1.563)
H (-2.752, -3.651, -0.327)
H (4.224, -2.667, -0.040)
H (-2.367, -0.923, 2.173)
H (2.390, 1.716, 1.742)
H (3.269, 1.557, -0.575)
H (-1.384, 3.665, 2.165)
H (2.478, -0.690, 2.035)
H (-0.940, -1.820, 1.633)

Output
Net charge: +1
HOMO-LUMO gap (spin up / spin down), Ha: 0.262 / 0.246
HOMO level (spin up / spin down), eV: -11.250 / -11.991
ΔE to the lowest compared entry with this formula, charge and spin, kJ/mol: 0.0
Energy, hartree: -2199.1623
Multiplicity: 5

Record 8
Below is C12H20CsIInO2P as an isolated structure at a distorted geometry, with properties calculated with ωB97M-V/def2-TZVPD.

Positions of all 38 atoms, in Å:
Cs (4.004, 1.636, 3.326)
I (0.658, 1.735, 4.684)
In (0.285, -1.403, 2.017)
P (1.840, 0.444, 2.945)
O (-3.652, 0.474, 0.455)
O (3.210, -0.253, 3.754)
C (2.622, 0.330, -4.912)
C (1.247, 0.205, -2.117)
C (1.668, -0.850, -4.516)
C (0.972, -0.926, -3.137)
C (-1.685, -1.460, 3.156)
C (-3.071, 0.402, 1.783)
C (2.843, 1.449, -3.861)
C (-0.201, -1.059, -0.203)
C (2.172, 1.434, -2.466)
C (0.637, 0.255, -0.611)
C (-2.934, 1.378, -0.417)
C (-2.918, -1.175, 2.161)
H (0.246, -1.967, -0.739)
H (2.343, 2.284, -1.712)
H (-3.816, 0.894, 2.519)
H (1.482, -1.708, -5.243)
H (-1.328, -0.973, -0.388)
H (3.513, 2.334, -4.120)
H (-1.669, -0.708, 4.027)
H (-1.781, -2.516, 3.610)
H (-2.309, 2.169, 0.132)
H (-2.074, 0.946, 1.903)
H (-2.282, 0.801, -1.170)
H (0.086, 1.229, -0.390)
H (1.194, -2.942, 2.249)
H (0.277, -1.787, -2.872)
H (-3.926, -1.542, 2.562)
H (4.076, -0.009, 3.296)
H (1.579, 0.250, 0.065)
H (3.148, 0.380, -5.925)
H (-2.728, -1.719, 1.176)
H (-3.724, 1.970, -1.023)

Output
Net charge: 0
HOMO-LUMO gap, Ha: 0.242
HOMO level, eV: -7.493
Energy, hartree: -1468.5471
Multiplicity: 1

Question: What is the net charge in the fifth record?
Answer: 0

Question: Which value of net charge does entry 5 give?
Answer: 0